# 1
126
Properties=species:S:1:pos:R:3:mulliken_charge:R:1 method="wB97M-V/def2-TZVPD" e_lumo_ev=-4.320 energy_ev=-88075.061 total_charge=+1 gap_ha=0.19765 relative_energy_kj_mol=249.2
C -3.659 -3.097 6.383 -0.54
O -2.666 -4.166 6.279 -0.41
B -2.026 -4.119 5.038 1.08
O -1.865 -5.317 4.352 -0.66
C -1.457 -2.731 4.459 1.13
C -1.836 -2.311 3.140 -0.21
N -2.744 -3.134 2.375 0.45
C -4.024 -2.386 2.173 -0.82
C -2.168 -3.595 1.133 0.56
C -0.647 -3.697 0.840 -0.75
O -2.922 -3.968 0.276 -0.58
C -1.348 -1.058 2.575 -0.85
O -1.736 -0.650 1.325 0.07
N -2.344 0.653 1.395 0.11
O -1.545 1.364 0.945 -0.24
N -0.512 -0.298 3.254 -1.47
N -0.154 -0.718 4.443 0.93
B 0.838 0.255 5.120 0.14
O 0.266 1.137 6.053 -0.69
N 2.247 0.346 4.831 0.50
C 3.124 -0.169 5.916 -0.89
C 2.631 -0.129 3.478 -0.43
C -0.519 -1.809 5.149 0.23
C -0.056 -2.170 6.574 -1.09
C 1.344 -2.915 6.690 -0.99
C 2.069 -3.273 5.356 -0.45
S 1.524 -4.850 4.604 1.20
O 0.814 -5.692 5.536 -0.63
O 0.847 -4.625 3.346 -0.53
O 2.904 -5.658 4.197 -0.48
H -4.050 -2.824 5.377 0.18
H -4.492 -3.510 6.996 0.28
H -3.213 -2.242 6.940 0.23
H -2.747 -5.628 4.085 0.31
H -4.885 -2.984 2.553 0.33
H -3.980 -1.481 2.835 0.37
H -4.184 -2.015 1.140 0.23
H -0.318 -4.700 1.209 0.28
H -0.034 -2.866 1.246 0.12
H -0.524 -3.727 -0.265 0.41
H 0.381 2.035 5.689 0.36
H 3.706 -1.074 5.637 0.22
H 2.507 -0.317 6.834 0.34
H 3.867 0.626 6.175 0.26
H 2.052 -1.020 3.126 0.01
H 2.507 0.659 2.695 0.29
H 3.704 -0.440 3.534 0.13
H 0.011 -1.278 7.253 0.53
H -0.795 -2.828 7.095 0.22
H 2.067 -2.356 7.330 0.47
H 1.181 -3.883 7.231 0.55
H 2.067 -2.491 4.569 -0.39
H 3.149 -3.433 5.616 0.85
H 3.499 -5.610 4.970 0.39
C 8.893 2.225 7.495 -0.69
O 9.213 2.664 6.186 -0.33
C 10.289 1.948 5.582 -0.83
C 9.787 1.030 4.476 -0.15
N 9.022 -0.093 5.016 -0.29
C 8.251 -0.835 4.019 -0.82
C 7.197 -0.080 3.202 -0.53
O 6.061 0.345 3.949 -0.22
C 6.252 1.537 4.696 -0.80
H 8.235 2.970 7.945 0.23
H 8.358 1.270 7.477 0.27
H 9.788 2.135 8.115 0.34
H 10.881 1.400 6.322 0.39
H 10.942 2.698 5.130 0.40
H 10.642 0.644 3.913 0.40
H 9.181 1.642 3.799 0.14
H 8.380 0.255 5.716 0.06
H 7.738 -1.637 4.560 0.37
H 8.950 -1.319 3.329 0.43
H 6.809 -0.779 2.456 0.35
H 7.619 0.756 2.635 0.37
H 6.905 2.248 4.186 0.35
H 6.638 1.306 5.690 0.27
H 5.276 2.008 4.833 0.31
C -4.814 2.070 -5.600 -0.49
O -4.361 0.726 -5.551 -0.36
C -2.941 0.595 -5.584 -0.80
C -2.397 0.174 -4.225 -0.04
N -2.519 1.250 -3.243 -0.28
C -2.315 0.830 -1.859 -1.23
C -3.237 -0.251 -1.279 1.36
O -4.580 0.163 -1.089 -0.46
C -5.386 0.145 -2.258 -0.56
H -5.886 2.058 -5.799 0.24
H -4.656 2.574 -4.642 0.30
H -4.319 2.629 -6.399 0.13
H -2.453 1.506 -5.948 0.30
H -2.722 -0.202 -6.300 0.40
H -1.343 -0.100 -4.328 0.36
H -2.954 -0.718 -3.917 0.16
H -3.443 1.657 -3.316 0.09
H -2.433 1.728 -1.245 0.53
H -1.274 0.505 -1.744 0.31
H -2.866 -0.504 -0.282 -0.77
H -3.196 -1.189 -1.845 0.32
H -5.130 -0.680 -2.926 0.31
H -5.318 1.099 -2.782 0.12
H -6.424 0.023 -1.947 0.35
C -5.342 5.267 -12.715 -0.71
O -5.872 4.065 -12.186 -0.33
C -5.331 2.884 -12.773 -0.81
C -4.401 2.163 -11.806 -0.12
N -3.165 2.913 -11.591 -0.31
C -2.368 2.453 -10.454 -1.18
C -3.008 2.467 -9.061 0.07
O -3.245 3.763 -8.533 -0.45
C -4.417 4.401 -9.013 -0.60
H -5.973 6.089 -12.376 0.23
H -4.326 5.450 -12.351 0.30
H -5.345 5.257 -13.808 0.34
H -4.837 3.093 -13.727 0.40
H -6.180 2.227 -12.980 0.40
H -4.156 1.177 -12.211 0.39
H -4.954 2.021 -10.872 0.12
H -3.395 3.886 -11.441 0.08
H -1.484 3.096 -10.416 0.41
H -2.011 1.440 -10.667 0.45
H -2.295 1.999 -8.377 0.18
H -3.917 1.855 -9.005 0.34
H -5.233 3.695 -9.188 0.30
H -4.198 4.968 -9.919 0.23
H -4.742 5.118 -8.257 0.33

***

# 2
129
Properties=species:S:1:pos:R:3:mulliken_charge:R:1 method="wB97M-V/def2-TZVPD" e_lumo_ev=0.282 energy_ev=-106290.954 gap_ha=0.28245
C 3.272 -2.665 4.912 -1.62
C 3.704 -1.592 3.933 -0.68
N 3.486 -1.990 2.547 0.89
C 4.072 -0.968 1.637 -1.91
C 3.061 -0.031 1.035 -1.59
C 2.337 -0.477 -0.264 2.23
C 3.472 -0.657 -1.302 -1.76
C 4.047 -2.028 -1.635 -0.97
C 3.274 -2.780 -2.680 -0.33
C 3.527 -2.162 -4.047 -0.87
S 2.734 -3.033 -5.353 1.23
O 1.893 -2.112 -6.036 -0.58
O 3.696 -3.693 -6.149 -0.70
O 1.859 -4.111 -4.642 -0.45
C 1.530 -1.707 0.142 -2.11
O 0.854 -1.496 1.370 -0.47
C -0.401 -0.835 1.518 1.75
C -0.700 -1.008 3.016 -0.29
C -1.211 0.246 3.706 -1.64
C -2.697 0.594 3.626 -0.86
C -3.683 -0.474 4.109 -0.85
C -4.972 -0.506 3.279 -1.08
C -5.304 -1.841 2.642 -0.77
C -6.169 -2.738 3.505 -0.41
C -6.364 -4.089 2.825 -0.84
O -5.547 -5.098 3.399 -0.32
C -6.159 -5.763 4.479 -0.75
C -1.562 -1.396 0.724 -0.07
O -2.048 -0.587 -0.351 -0.23
N -2.363 0.695 0.084 0.29
O -3.006 1.262 -0.712 -0.51
N 1.418 0.635 -0.536 0.60
C 0.792 0.806 -1.789 -0.66
I 0.433 -0.800 -3.100 0.18
C 0.385 2.042 -2.090 0.45
C 0.623 3.163 -1.145 -1.34
I -0.646 2.576 -3.832 -0.03
C 4.206 -3.228 2.344 0.68
C 3.410 -4.416 1.912 -1.39
O 5.395 -3.329 2.513 -0.59
H 3.025 -2.222 5.857 0.41
H 4.115 -3.306 5.091 0.45
H 2.462 -3.247 4.511 0.33
H 3.203 -0.662 4.124 0.54
H 4.754 -1.403 4.114 0.49
H 4.707 -0.357 2.260 0.22
H 4.738 -1.420 0.928 0.72
H 3.621 0.842 0.733 1.16
H 2.334 0.304 1.750 0.49
H 3.246 -0.190 -2.243 0.60
H 4.299 -0.085 -0.921 0.36
H 4.197 -2.664 -0.783 0.11
H 5.036 -1.873 -2.035 0.67
H 2.231 -2.893 -2.455 -0.09
H 3.664 -3.784 -2.734 0.63
H 4.582 -2.252 -4.222 0.50
H 3.270 -1.123 -4.092 0.31
H 1.022 -3.693 -4.361 0.36
H 0.917 -2.055 -0.680 0.31
H 2.205 -2.510 0.354 -0.17
H -0.304 0.225 1.387 0.52
H 0.243 -1.251 3.474 -0.06
H -1.320 -1.867 3.192 0.65
H -1.001 0.113 4.757 0.51
H -0.612 1.084 3.384 0.42
H -2.926 0.941 2.634 0.34
H -2.825 1.443 4.275 0.48
H -3.238 -1.448 4.209 0.52
H -3.983 -0.174 5.096 0.47
H -5.807 -0.265 3.914 0.50
H -4.959 0.234 2.504 0.60
H -4.436 -2.401 2.340 0.34
H -5.877 -1.639 1.752 0.39
H -5.741 -2.878 4.479 0.31
H -7.151 -2.305 3.583 0.31
H -7.401 -4.393 2.834 0.44
H -6.060 -4.020 1.798 0.43
H -6.079 -5.166 5.377 0.27
H -5.628 -6.685 4.624 0.24
H -7.193 -5.992 4.277 0.34
H -2.394 -1.605 1.367 -0.64
H -1.260 -2.314 0.262 0.22
H 1.909 1.478 -0.279 0.19
H 1.684 3.208 -0.972 0.32
H 0.181 2.949 -0.190 0.18
H 0.273 4.077 -1.582 0.58
H 2.439 -4.163 1.536 0.12
H 4.000 -4.934 1.182 0.39
H 3.335 -5.057 2.773 0.50
C 1.060 4.773 2.331 0.59
O 1.543 3.739 1.895 -0.56
N -0.257 4.901 2.642 -0.16
N 1.829 5.895 2.536 -0.40
H -0.684 5.738 2.987 0.09
H -0.840 4.100 2.496 0.13
H 2.803 5.830 2.314 0.21
H 1.465 6.756 2.891 0.12
C 2.544 3.547 -6.436 0.72
O 2.291 4.074 -5.372 -0.56
N 3.058 4.248 -7.505 -0.52
N 2.327 2.213 -6.661 -0.29
H 3.273 3.833 -8.392 0.14
H 3.234 5.228 -7.376 0.24
H 1.941 1.679 -5.903 0.13
H 2.523 1.755 -7.530 0.16
C -3.298 7.246 2.923 0.65
O -2.763 6.228 2.514 -0.61
N -4.630 7.297 3.220 -0.41
N -2.610 8.417 3.112 -0.35
H -5.094 8.119 3.554 0.16
H -5.160 6.457 3.090 0.22
H -1.634 8.420 2.894 0.19
H -3.035 9.261 3.445 0.17
C -0.946 -5.496 -1.280 0.71
O -0.874 -4.424 -1.880 -0.60
N -0.149 -6.581 -1.504 -0.39
N -1.882 -5.676 -0.306 -0.35
H -0.244 -7.437 -0.994 0.15
H 0.553 -6.519 -2.213 0.21
H -2.491 -4.908 -0.111 0.16
H -1.990 -6.526 0.216 0.13
C 0.694 6.413 -9.478 0.52
O 1.837 6.599 -9.862 -0.65
N 0.394 5.508 -8.503 -0.25
N -0.372 7.104 -9.999 -0.39
H -0.533 5.335 -8.166 0.16
H 1.171 4.997 -8.113 0.21
H -0.176 7.775 -10.716 0.23
H -1.317 6.970 -9.700 0.16

***

# 3
108
Properties=species:S:1:pos:R:3:mulliken_charge:R:1 method="wB97M-V/def2-TZVPD" e_lumo_ev=0.508 energy_ev=-47965.620 gap_ha=0.27474 relative_energy_kj_mol=470.9
C 6.514 -1.568 0.685 -1.94
C 5.456 -0.825 -0.147 1.58
C 5.994 -0.606 -1.581 -1.71
C 5.219 0.560 0.436 -1.14
C 4.477 0.503 1.815 -1.08
C 3.077 -0.099 1.380 -0.39
C 3.223 -1.557 0.914 2.27
C 3.673 -2.507 1.994 -1.68
C 1.867 -2.005 0.315 -2.32
N 4.192 -1.581 -0.198 0.81
O 4.022 -2.378 -1.191 -0.62
H 6.387 -1.524 1.779 0.26
H 7.508 -1.204 0.485 0.49
H 6.458 -2.627 0.462 0.36
H 6.930 -0.044 -1.562 0.49
H 5.351 0.042 -2.226 0.26
H 6.142 -1.576 -2.126 0.37
H 6.188 1.017 0.380 0.56
H 4.557 1.151 -0.223 0.19
H 4.922 -0.066 2.626 0.42
H 4.279 1.515 2.068 0.50
H 2.341 -0.093 2.160 0.09
H 2.675 0.468 0.549 -0.27
H 4.140 -3.437 1.582 0.28
H 2.749 -2.839 2.578 0.41
H 4.390 -2.042 2.678 0.26
H 0.993 -2.030 0.895 0.06
H 2.067 -3.007 -0.015 0.59
H 1.671 -1.545 -0.627 0.49
H 3.932 -1.802 -1.962 0.31
C -3.773 1.891 -3.846 -1.73
C -2.615 1.611 -2.873 2.01
C -2.438 2.802 -1.952 -1.84
C -1.248 1.467 -3.593 -0.74
C -1.066 0.169 -4.313 -1.34
C -1.307 -0.988 -3.345 0.05
C -2.724 -0.932 -2.688 1.56
C -3.812 -1.421 -3.637 -1.93
C -2.705 -2.007 -1.579 -1.68
N -2.958 0.418 -2.125 0.63
O -3.559 0.519 -1.011 -0.29
H -3.652 2.866 -4.324 0.46
H -4.752 1.795 -3.432 0.26
H -3.627 1.188 -4.665 0.36
H -3.408 3.305 -1.706 0.43
H -1.815 3.620 -2.255 0.31
H -1.998 2.533 -1.052 0.12
H -1.029 2.332 -4.170 0.85
H -0.475 1.478 -2.814 -0.62
H -1.783 0.176 -5.181 0.51
H -0.055 0.047 -4.643 0.70
H -1.163 -1.878 -3.954 0.51
H -0.484 -0.951 -2.563 -1.04
H -4.798 -1.301 -3.234 0.35
H -3.798 -2.414 -3.945 0.55
H -3.638 -0.930 -4.640 0.32
H -2.649 -3.008 -1.988 0.59
H -3.559 -1.891 -0.928 0.48
H -1.831 -1.878 -0.901 -0.23
H -4.299 1.108 -1.150 0.35
C -2.891 -2.065 4.449 -1.85
C -2.054 -1.231 3.352 1.82
C -1.575 -2.222 2.299 -1.17
C -0.853 -0.545 3.986 -0.89
C -1.141 0.749 4.645 -0.67
C -1.940 1.715 3.830 -0.40
C -3.249 1.093 3.363 1.42
C -4.215 0.810 4.556 -1.76
C -4.029 2.034 2.450 -1.62
N -2.928 -0.243 2.744 0.70
O -3.470 -0.441 1.639 -0.53
H -2.924 -1.619 5.425 0.36
H -2.466 -3.053 4.613 0.48
H -3.936 -2.202 4.110 0.31
H -1.270 -1.865 1.351 -0.53
H -2.268 -3.051 2.100 0.46
H -0.720 -2.723 2.733 0.51
H -0.398 -1.223 4.633 0.70
H -0.122 -0.309 3.220 -0.45
H -1.652 0.598 5.651 0.33
H -0.137 1.232 4.788 0.46
H -2.074 2.704 4.271 0.44
H -1.419 2.003 2.904 -0.41
H -3.649 0.402 5.413 0.25
H -5.009 0.114 4.316 0.30
H -4.660 1.722 4.943 0.47
H -4.195 3.003 2.966 0.41
H -5.009 1.723 2.130 0.33
H -3.487 2.175 1.560 0.16
H -2.860 -0.130 0.957 0.01
C 0.287 2.357 0.156 -1.33
C -0.456 1.046 0.521 3.08
O -0.367 0.210 -0.618 2.30
H 0.081 2.791 -0.865 0.07
H 1.344 2.322 0.183 0.25
H 0.078 3.098 0.935 0.47
H -1.510 1.184 0.774 -1.25
H 0.098 0.488 1.295 -1.33
H -1.168 0.245 -1.136 -1.81
C 2.511 1.918 -3.695 -1.05
C 2.655 0.517 -3.071 1.21
O 3.527 -0.215 -3.875 -0.57
H 2.161 1.806 -4.752 0.32
H 3.442 2.530 -3.683 0.33
H 1.751 2.374 -3.100 0.15
H 1.710 -0.046 -3.150 -0.35
H 2.890 0.467 -1.980 -0.41
H 3.143 -0.316 -4.705 0.39

***

# 4
113
Properties=species:S:1:pos:R:3:mulliken_charge:R:1 method="wB97M-V/def2-TZVPD" e_lumo_ev=2.135 energy_ev=-65192.936 total_charge=-1 gap_ha=0.24271
C -0.538 0.718 2.706 -0.65
C -0.923 1.274 1.301 -0.12
C -2.154 2.211 1.296 -0.90
C -3.520 1.493 1.162 -0.65
C -3.708 0.262 2.114 0.11
C -5.198 0.283 2.525 0.03
O -5.561 0.121 3.636 -0.51
N -6.251 0.467 1.531 -0.08
C -7.135 1.514 1.812 0.38
O -8.127 1.634 1.229 -0.52
F -6.799 2.421 2.746 -0.17
S -3.536 -1.253 1.223 1.17
O -4.439 -1.352 0.091 -0.72
O -2.178 -1.576 0.891 -0.51
F -4.020 -2.406 2.258 -0.33
H 0.567 0.803 2.800 0.09
H -0.757 -0.357 2.788 0.21
H -0.970 1.288 3.540 0.13
H -1.015 0.480 0.543 0.03
H -0.059 1.888 0.967 0.41
H -2.049 2.862 0.400 0.40
H -2.179 2.911 2.152 0.27
H -4.295 2.228 1.461 0.18
H -3.772 1.200 0.119 0.36
H -5.878 0.557 0.587 0.34
C 1.241 -2.201 -4.189 -1.10
C 2.031 -3.056 -3.208 -0.40
N 1.871 -2.649 -1.826 0.32
C 2.828 -3.273 -0.927 -0.48
C 2.761 -4.793 -0.752 -1.19
C 0.499 -2.582 -1.334 -0.62
C -0.349 -3.855 -1.403 -1.08
H 1.486 -1.143 -4.074 0.34
H 1.483 -2.494 -5.214 0.10
H 0.164 -2.323 -4.063 0.32
H 3.089 -2.964 -3.476 0.45
H 1.762 -4.113 -3.362 0.24
H 2.753 -2.800 0.056 0.18
H 3.833 -3.020 -1.285 0.45
H 1.918 -5.091 -0.130 0.26
H 3.665 -5.145 -0.247 0.44
H 2.696 -5.320 -1.705 0.27
H -0.024 -1.798 -1.888 0.27
H 0.506 -2.220 -0.303 0.31
H -0.249 -4.373 -2.359 0.28
H -1.402 -3.594 -1.281 0.35
H -0.102 -4.551 -0.602 0.29
C 3.808 0.358 1.113 -1.17
C 4.805 1.499 0.973 -0.43
N 4.349 2.744 1.567 0.18
C 5.160 3.891 1.195 -0.71
C 6.622 3.915 1.653 -0.97
C 3.962 2.676 2.968 -0.11
C 5.009 2.193 3.977 -1.12
H 2.833 0.636 0.711 0.25
H 4.163 -0.515 0.562 0.33
H 3.680 0.053 2.154 0.31
H 4.961 1.664 -0.097 0.42
H 5.775 1.176 1.383 0.26
H 4.666 4.804 1.542 0.35
H 5.149 3.964 0.102 0.41
H 6.710 4.143 2.715 0.22
H 7.162 4.699 1.116 0.41
H 7.136 2.974 1.454 0.27
H 3.088 2.024 3.048 -0.27
H 3.594 3.656 3.282 0.43
H 5.551 1.313 3.628 0.24
H 4.514 1.919 4.913 0.43
H 5.731 2.972 4.219 0.29
C -5.501 5.703 8.819 -1.45
C -4.785 4.913 7.733 -0.29
N -5.203 3.526 7.652 0.17
C -4.334 2.706 6.817 -1.09
C -4.260 3.034 5.325 0.03
C -6.629 3.301 7.478 -0.70
C -7.308 3.921 6.253 -0.75
H -5.396 5.217 9.792 0.33
H -5.069 6.703 8.894 0.44
H -6.564 5.824 8.605 0.29
H -3.716 4.936 7.965 0.44
H -4.907 5.438 6.773 0.24
H -4.613 1.656 6.934 0.32
H -3.319 2.773 7.227 0.42
H -5.152 2.703 4.796 -0.17
H -3.415 2.507 4.875 0.04
H -4.115 4.100 5.138 0.34
H -7.144 3.667 8.373 0.36
H -6.821 2.224 7.481 0.33
H -7.003 4.956 6.085 0.23
H -8.392 3.921 6.397 0.40
H -7.111 3.350 5.347 0.10
C 4.832 -3.538 -10.531 -1.42
C 3.710 -4.409 -9.983 -0.35
N 3.517 -4.274 -8.551 0.11
C 2.651 -5.297 -7.985 -0.66
C 1.186 -5.325 -8.435 -0.98
C 3.289 -2.922 -8.064 -0.50
C 2.095 -2.151 -8.633 -1.03
H 5.768 -3.725 -10.002 0.33
H 4.991 -3.762 -11.588 0.43
H 4.598 -2.474 -10.458 0.29
H 3.973 -5.449 -10.198 0.44
H 2.789 -4.197 -10.547 0.26
H 2.684 -5.229 -6.894 0.34
H 3.092 -6.272 -8.219 0.40
H 0.608 -4.523 -7.978 0.20
H 0.724 -6.264 -8.120 0.40
H 1.082 -5.259 -9.518 0.28
H 4.193 -2.334 -8.252 0.36
H 3.208 -2.942 -6.974 0.12
H 2.009 -2.247 -9.717 0.35
H 2.208 -1.087 -8.410 0.38
H 1.157 -2.469 -8.180 0.24